{"formula": "C30H29BrN7O4PtS", "method": "ωB97M-V with the def2-TZVPD basis set", "total_charge": 3, "s2": 6.08, "e_lumo_ev": [-8.14, -11.87], "mol_weight_g_mol": 858.7, "homo_energy_ev": [-14.3, -15.0], "spin_multiplicity": 5, "species": ["Pt", "C", "O", "C", "O", "N", "N", "H", "H", "H", "H", "H", "H", "Br", "C", "C", "C", "C", "C", "C", "N", "N", "C", "C", "C", "C", "O", "C", "N", "C", "C", "C", "C", "H", "H", "H", "H", "H", "H", "H", "H", "H", "S", "C", "C", "C", "N", "C", "C", "C", "C", "C", "N", "C", "C", "H", "H", "H", "H", "H", "H", "H", "H", "C", "C", "C", "O", "H", "H", "H", "H", "H", "H"], "xyz": [[-0.523, 0.070, -0.419], [-5.295, 0.617, 0.100], [-4.642, 1.455, -0.886], [-3.404, 1.156, -1.225], [-2.786, 0.225, -0.679], [-2.971, 1.981, -2.187], [-1.674, 1.911, -2.685], [-6.184, 1.162, 0.391], [-4.642, 0.463, 0.952], [-5.566, -0.333, -0.352], [-3.571, 2.764, -2.407], [-1.168, 2.760, -2.471], [-1.716, 1.776, -3.687], [6.282, 2.705, 7.382], [4.529, 3.090, 6.910], [3.579, 3.265, 7.907], [2.278, 3.561, 7.552], [1.946, 3.666, 6.205], [2.904, 3.499, 5.200], [4.200, 3.206, 5.555], [0.607, 4.030, 5.937], [0.114, 4.158, 4.851], [-0.008, 3.617, 3.616], [-0.406, 4.474, 2.575], [-0.588, 4.022, 1.291], [-0.448, 2.662, 0.993], [-0.625, 2.189, -0.184], [-0.093, 1.758, 2.066], [0.010, 0.454, 1.712], [0.371, -0.434, 2.622], [0.604, -0.074, 3.954], [0.479, 1.236, 4.332], [0.144, 2.205, 3.365], [3.861, 3.184, 8.947], [1.512, 3.714, 8.301], [2.636, 3.623, 4.157], [4.964, 3.071, 4.803], [-0.538, 5.524, 2.809], [-0.853, 4.705, 0.495], [0.492, -1.455, 2.296], [0.871, -0.839, 4.671], [0.638, 1.516, 5.364], [-0.449, -3.430, -6.095], [-0.328, -2.483, -4.647], [-1.483, -2.503, -3.855], [-1.492, -1.758, -2.689], [-0.432, -1.042, -2.297], [0.667, -1.014, -3.061], [0.766, -1.711, -4.253], [1.053, -3.448, -6.891], [2.281, -3.681, -6.246], [3.395, -3.764, -7.053], [3.355, -3.641, -8.394], [2.174, -3.433, -8.987], [0.975, -3.354, -8.292], [-2.358, -3.078, -4.137], [-2.369, -1.707, -2.058], [1.494, -0.415, -2.705], [1.657, -1.615, -4.855], [2.353, -3.845, -5.179], [4.368, -3.959, -6.620], [2.182, -3.348, -10.067], [0.034, -3.215, -8.808], [-2.361, -2.832, 0.815], [-0.922, -3.138, 0.534], [-0.461, -4.553, 0.681], [-0.115, -2.267, 0.206], [-2.612, -3.176, 1.822], [-2.999, -3.407, 0.135], [-2.583, -1.772, 0.718], [-0.993, -5.182, -0.040], [-0.726, -4.933, 1.670], [0.610, -4.636, 0.522]], "forces_ev_per_a": [[0.158, -0.778, 0.829], [0.074, 0.106, -0.112], [-0.017, -0.190, 0.050], [-0.351, 0.302, 0.352], [0.389, -0.184, -0.246], [0.152, -0.002, 0.066], [-0.057, -0.263, -0.260], [-0.045, 0.030, -0.006], [0.024, 0.008, 0.063], [0.004, -0.026, -0.015], [-0.052, -0.020, -0.082], [0.050, -0.021, 0.124], [-0.037, 0.138, -0.077], [0.278, -0.061, 0.059], [-0.062, 0.007, -0.090], [-0.113, 0.012, 0.078], [-0.038, -0.012, 0.202], [-0.302, 0.033, -0.111], [-0.007, 0.026, -0.138], [-0.103, -0.018, 0.002], [0.651, 0.018, 0.093], [-0.677, -0.243, -0.459], [0.340, 0.136, 0.370], [0.023, 0.106, -0.063], [-0.032, 0.220, 0.089], [0.005, -0.236, -0.174], [0.004, 0.492, -0.136], [0.003, -0.082, -0.210], [-0.092, 0.129, -0.059], [-0.007, 0.096, -0.024], [0.000, -0.059, -0.011], [-0.018, 0.093, -0.007], [0.011, -0.014, 0.302], [-0.008, -0.009, -0.024], [0.042, 0.030, -0.028], [0.051, -0.001, 0.033], [0.005, 0.033, 0.006], [-0.019, -0.039, -0.007], [-0.001, 0.000, 0.033], [-0.048, -0.032, -0.038], [0.013, 0.029, -0.025], [-0.005, 0.000, 0.013], [-0.548, 0.238, -0.225], [0.099, -0.137, 0.331], [0.053, -0.002, 0.100], [0.085, 0.022, -0.138], [-0.131, 0.415, -0.238], [-0.044, -0.082, 0.024], [-0.088, 0.051, 0.019], [0.150, -0.162, 0.052], [0.037, 0.141, -0.182], [0.127, 0.004, -0.342], [-0.495, 0.054, 0.283], [0.340, -0.059, 0.055], [0.245, -0.165, 0.025], [0.048, 0.030, 0.007], [0.010, -0.022, 0.022], [-0.015, 0.037, -0.013], [-0.010, -0.015, 0.009], [-0.022, 0.003, -0.038], [0.034, -0.012, -0.041], [0.036, 0.017, 0.015], [0.023, -0.002, 0.024], [-0.003, -0.079, -0.053], [0.196, 0.057, 0.050], [-0.095, -0.026, -0.002], [-0.315, -0.143, -0.140], [0.002, 0.001, -0.034], [0.044, 0.003, 0.066], [0.037, 0.031, -0.022], [0.017, 0.022, 0.055], [0.004, 0.002, -0.032], [-0.002, 0.020, -0.003]], "mulliken_charge": [1.99, -0.62, -0.45, 0.68, -0.91, -0.15, -0.43, 0.28, 0.26, 0.29, 0.26, 0.24, 0.28, -0.08, 0.11, -0.51, -0.23, 0.20, -0.03, -0.72, -0.81, 0.28, 0.19, -0.51, -1.03, 0.84, -0.80, 0.37, -0.76, -0.18, -1.13, -0.26, 0.67, 0.45, 0.49, 0.44, 0.44, 0.53, 0.47, 0.67, 0.44, 0.57, -0.06, 1.12, -1.15, -0.35, 0.07, -0.82, -0.53, 0.96, -0.40, -0.41, -0.40, -0.41, -0.46, 0.47, 0.57, 0.54, 0.68, 0.59, 0.38, 0.40, 0.42, -1.03, 1.07, -1.40, -0.67, 0.49, 0.38, 0.01, 0.38, 0.38, 0.36]}